Below is a molecular structure, C50H52BBr3N2O4PSeTa, with properties calculated with ωB97M-V/def2-TZVPD.

Positions of all 115 atoms, in Å:
Ta 0.1224 -0.1682 -0.4532
Br 1.3404 0.6375 2.3148
C 1.1545 2.5386 1.9763
Br 1.3589 2.9551 0.1064
H 1.9381 3.0440 2.5266
H 0.1561 2.8214 2.2834
C -4.7167 -2.5387 2.0394
C -4.8127 -1.8145 0.7205
C -6.0821 -1.6321 0.1744
C -6.2712 -1.1085 -1.0938
C -5.1739 -0.7763 -1.8726
C -3.9024 -0.9110 -1.3419
C -3.7106 -1.3890 -0.0427
P -1.9880 -1.6046 0.4811
C -1.8079 -1.6083 2.2920
C -1.0744 -2.6540 2.8618
C -0.7807 -2.6649 4.2137
C -1.2210 -1.6199 5.0130
C -1.9763 -0.6002 4.4601
C -2.3013 -0.5746 3.1051
C -3.2552 0.4947 2.6452
C -1.5195 -3.2074 -0.1726
C -2.3816 -4.2108 -0.5967
C -1.8542 -5.3306 -1.2196
C -0.4821 -5.4334 -1.4217
C 0.3764 -4.4297 -0.9937
C -0.1434 -3.3088 -0.3595
C 0.7145 -2.1765 0.1372
H -5.6272 -3.1135 2.1986
H -4.6070 -1.8615 2.8871
H -3.8799 -3.2353 2.0691
H -6.9421 -1.9456 0.7529
H -7.2739 -0.9914 -1.4826
H -5.3023 -0.4101 -2.8826
H -3.0523 -0.6552 -1.9571
H -0.7475 -3.4814 2.2431
H -0.2232 -3.4875 4.6402
H -1.0009 -1.6135 6.0723
H -2.3563 0.1884 5.0987
H -2.9928 1.4602 3.0782
H -4.2670 0.2554 2.9808
H -3.3033 0.6123 1.5698
H -3.4521 -4.1095 -0.4675
H -2.5125 -6.1166 -1.5628
H -0.0784 -6.3033 -1.9222
H 1.4439 -4.5167 -1.1557
H 1.7354 -2.3413 -0.1896
H 0.7073 -2.1608 1.2381
O -1.1987 -1.5437 -3.2309
B -0.1914 -0.8478 -2.6113
O 0.5839 -0.1307 -3.5112
C -0.0071 -0.3621 -4.7508
C 0.3580 0.1264 -5.9830
C -0.4193 -0.2979 -7.0580
C -1.4927 -1.1693 -6.8857
C -1.8443 -1.6592 -5.6301
C -1.0712 -1.2234 -4.5792
H 1.1975 0.7951 -6.1084
H -0.1808 0.0545 -8.0517
H -2.0663 -1.4762 -7.7492
H -2.6700 -2.3413 -5.4862
C 6.7508 -3.0961 1.7901
C 6.2077 -2.5170 0.4897
C 4.6815 -2.5027 0.4235
C 4.0137 -1.4723 1.3278
N 4.3232 -0.0959 0.9356
C 3.8482 0.5538 -0.1407
Se 2.6052 -0.0609 -1.4301
N 4.5360 1.7006 -0.2918
C 4.5135 2.6298 -1.4287
C 5.7419 2.4619 -2.3177
C 5.7872 1.1335 -3.0722
C 4.8257 1.0827 -4.2542
C 5.4267 1.8333 0.7659
C 6.3249 2.8485 1.0871
C 7.0705 2.6660 2.2325
C 6.9308 1.5159 3.0277
C 6.0435 0.5108 2.7042
C 5.2915 0.6957 1.5463
H 7.8392 -3.1336 1.7812
H 6.3883 -4.1139 1.9426
H 6.4600 -2.5130 2.6657
H 6.5799 -3.1108 -0.3464
H 6.5963 -1.5060 0.3284
H 4.2944 -3.4838 0.7137
H 4.3460 -2.3265 -0.6023
H 4.3268 -1.5738 2.3660
H 2.9335 -1.5802 1.3056
H 4.4567 3.6340 -1.0067
H 3.5958 2.4455 -1.9820
H 6.6429 2.5937 -1.7151
H 5.7277 3.2875 -3.0336
H 5.5826 0.3064 -2.3819
H 6.8053 0.9679 -3.4264
H 3.7835 1.1895 -3.9456
H 4.9071 0.1358 -4.7872
H 5.0457 1.8811 -4.9644
H 6.4362 3.7327 0.4758
H 7.7836 3.4235 2.5258
H 7.5391 1.4157 3.9157
H 5.9443 -0.3680 3.3234
Br -6.6951 3.2209 -1.2766
C -4.9444 3.4926 -0.6450
C -4.6039 4.7015 -0.0557
C -3.3136 4.8982 0.4166
C -2.3717 3.8885 0.3170
C -2.7266 2.6871 -0.2929
C -4.0106 2.4801 -0.7833
C -1.7296 1.6114 -0.3778
O -1.0458 1.2275 0.6385
O -1.4388 0.9634 -1.4339
H -5.3433 5.4855 0.0300
H -3.0485 5.8457 0.8648
H -1.3663 4.0396 0.6858
H -4.2820 1.5490 -1.2580

As for the total charge: +2. The energy above the lowest of the compared OMol25 structures with the same formula, charge and spin is 1.693 eV. The calculation puts the frontier orbital gap at 6.435 eV. The value obtained for the highest occupied orbital energy is -0.473 Eh.



Below is 10 unconnected molecules or ions with the total composition C38H99F6N5O18P at a distorted geometry, with properties calculated with ωB97M-V/def2-TZVPD.

Positions of all 167 atoms, in Å:
P 0.3281 1.4614 -0.8556
F -1.2032 0.9218 -0.8936
F -0.0163 2.3994 -2.1554
F -0.2581 2.5889 0.1993
F 1.8040 2.0773 -0.7297
F 0.6591 0.4822 0.3481
F 0.8969 0.3201 -1.8497
C -1.3869 4.3504 4.8495
O -1.7944 3.1011 4.3867
C -1.7876 3.0696 2.9878
C -2.3772 1.7182 2.5323
N -3.8251 1.7762 2.7503
C -4.6469 0.7838 2.0033
C -6.0310 0.8157 2.5398
O -6.2573 -0.2628 3.4415
C -7.5748 -0.5591 3.8169
H -1.7125 4.6038 5.8584
H -1.8634 5.1257 4.2495
H -0.3127 4.5139 4.7640
H -0.7485 3.1467 2.6675
H -2.3261 3.8975 2.5266
H -1.9043 0.8327 2.9570
H -2.1602 1.5706 1.4744
H -4.0113 1.5952 3.7263
H -4.1807 -0.1967 2.1000
H -4.6368 1.0109 0.9373
H -6.7328 0.5541 1.7479
H -6.2705 1.7707 3.0075
H -7.4628 -1.2709 4.6347
H -8.2166 -0.9511 3.0279
H -8.0425 0.3621 4.1644
C 3.8764 -5.1706 3.1796
O 2.7549 -4.1656 2.9930
C 2.9330 -3.6557 1.6515
C 1.8857 -2.4347 1.5051
N 0.4993 -2.9753 1.6800
C -0.5751 -1.9676 1.8962
C -1.8931 -2.5870 2.3015
O -1.9466 -2.8696 3.7299
C -3.0730 -3.5862 4.1783
H 4.8704 -4.7532 3.0189
H 3.7588 -6.0902 2.6065
H 3.9057 -5.5611 4.1968
H 2.8522 -4.4092 0.8680
H 3.8586 -3.1115 1.4635
H 1.8884 -2.0405 0.4889
H 2.0554 -1.6203 2.2093
H 0.2085 -3.4122 0.8171
H -0.6886 -1.4080 0.9677
H -0.3389 -1.2391 2.6717
H -1.9428 -3.5775 1.8494
H -2.7703 -2.0594 1.9269
H -3.1937 -3.6732 5.2580
H -2.9265 -4.5984 3.8013
H -4.0498 -3.2633 3.8184
C 7.5048 -3.5812 4.5650
O 7.3937 -2.4321 3.6971
C 6.0879 -1.9162 3.9568
C 5.8316 -0.7137 3.0682
N 5.1644 -0.9529 1.8178
C 5.1300 0.1380 0.8759
C 4.3859 -0.1006 -0.4693
O 4.9972 -1.1117 -1.3103
C 4.1497 -1.6016 -2.3895
H 8.3875 -4.1256 4.2294
H 6.6861 -4.3000 4.5971
H 7.7478 -3.2642 5.5792
H 6.0249 -1.6309 5.0069
H 5.2384 -2.5892 3.8408
H 6.7494 -0.1509 2.8974
H 5.1881 -0.0157 3.6036
H 5.7415 -1.6803 1.4203
H 6.1268 0.4651 0.5801
H 4.6605 0.9604 1.4158
H 4.3020 0.8397 -1.0143
H 3.3798 -0.4015 -0.1773
H 3.7212 -0.7536 -2.9237
H 3.3208 -2.1299 -1.9185
H 4.5370 -2.2884 -3.1421
C -2.6515 -6.6945 -0.9672
O -3.2466 -5.4617 -1.2682
C -3.1658 -5.1052 -2.6014
C -3.6679 -3.6483 -2.8540
N -3.0145 -2.7386 -1.9026
C -3.0424 -1.3549 -2.2640
C -4.4490 -0.7394 -2.2439
O -5.0566 -1.1690 -1.0258
C -6.4949 -0.9813 -0.9478
H -1.5856 -6.6875 -1.1952
H -3.0772 -7.4707 -1.6031
H -2.7781 -6.9009 0.0956
H -3.7374 -5.8469 -3.1592
H -2.1602 -5.0872 -3.0216
H -4.7431 -3.6893 -2.6798
H -3.6475 -3.2938 -3.8845
H -3.4572 -2.7813 -0.9958
H -2.6194 -1.2436 -3.2625
H -2.4701 -0.8005 -1.5202
H -5.0000 -0.9832 -3.1522
H -4.5081 0.3449 -2.1494
H -6.8746 -1.1546 -1.9547
H -6.7009 0.0657 -0.7252
H -6.9845 -1.5282 -0.1420
C -0.9785 -2.1072 -6.3850
O -0.2224 -0.8599 -6.5034
C -0.6143 0.1180 -5.4811
C 0.3799 1.2370 -5.5666
N 1.7188 0.9867 -4.9691
C 2.6128 2.1779 -5.0911
C 3.3361 2.2549 -6.4280
O 4.3405 3.2391 -6.5206
C 3.9158 4.5999 -6.3295
H -0.6248 -2.7144 -7.2183
H -2.0509 -1.9492 -6.4996
H -0.7118 -2.6253 -5.4638
H -0.6835 -0.2423 -4.4547
H -1.5885 0.5487 -5.7125
H -0.1487 2.0947 -5.1506
H 0.5515 1.4621 -6.6192
H 1.5866 0.7762 -3.9902
H 3.2830 2.2713 -4.2365
H 1.9829 3.0514 -4.9227
H 2.6999 2.4250 -7.2965
H 3.8842 1.3453 -6.6734
H 3.4356 4.8094 -5.3737
H 3.1607 4.8406 -7.0777
H 4.8221 5.2048 -6.3602
C 4.1083 3.8290 4.0008
C 3.3100 3.0872 2.9414
O 3.0904 3.6770 1.6923
O 3.4624 5.0372 4.2418
H 5.1519 3.9602 3.7148
H 4.1090 3.2346 4.9145
H 2.3264 2.8602 3.3526
H 3.6979 2.0956 2.7082
H 2.7151 3.0406 1.0794
H 2.9861 5.2680 3.4408
C 0.1780 5.7951 1.6788
C 1.5136 6.4732 1.3536
O 2.2469 6.7915 2.5500
O -0.7598 6.6952 2.1421
H 0.4343 5.1226 2.4975
H -0.2938 5.3877 0.7846
H 1.3938 7.3671 0.7414
H 2.1136 5.7584 0.7903
H 3.0208 7.3221 2.3470
H -0.6872 6.9032 3.0765
C -3.6181 3.2776 -0.5631
C -3.4383 4.3593 -1.6361
O -4.4674 4.6040 -2.6410
O -4.1869 3.7815 0.6624
H -2.6463 2.8007 -0.4352
H -4.3202 2.5507 -0.9716
H -2.5794 4.0175 -2.2136
H -3.1850 5.3276 -1.2044
H -5.0923 5.2829 -2.3760
H -4.0854 3.0438 1.2683
C 0.5487 -2.9914 -2.6872
C 0.4005 -4.1097 -1.5579
O -0.6094 -3.7566 -0.6779
O 1.6212 -3.3114 -3.5803
H 0.6811 -2.0569 -2.1419
H -0.4183 -2.8477 -3.1692
H 1.3795 -4.2327 -1.0948
H 0.1773 -5.0760 -2.0103
H -1.3841 -3.8597 -1.2354
H 1.7974 -2.5472 -4.1340

The calculation puts the frontier orbital gap (alpha / beta) at 8.658 / 4.303 eV. Its spin multiplicity is 2. The value obtained for the highest occupied orbital energy (alpha / beta) is -0.312 / -0.312 Eh.



Below is a molecular structure, C22H36N2NiO7P2S2Te at a distorted geometry, with properties calculated with ωB97M-V/def2-TZVPD.

Positions of all 73 atoms, in Å:
Ni -0.3956 0.6260 -0.7751
O 6.2287 -0.2465 1.0730
C 5.8362 0.9429 0.4146
C 4.3519 0.9219 0.1796
C 3.6982 2.0644 -0.2639
C 2.3398 2.0066 -0.5090
N 1.6266 0.9008 -0.3220
C 2.2389 -0.1900 0.1418
C 3.6018 -0.2239 0.3883
C 1.3348 -1.3365 0.4091
C 1.7666 -2.5619 0.8964
C 0.8399 -3.5632 1.1381
C 1.2633 -4.9057 1.6794
O 0.6990 -5.9850 0.9543
C -0.5001 -3.3051 0.8718
C -0.8544 -2.0633 0.3879
N 0.0438 -1.1100 0.1659
H 7.1688 -0.1985 1.2663
H 6.3383 1.0347 -0.5560
H 6.0893 1.8291 1.0050
H 4.2319 2.9939 -0.4152
H 1.7949 2.8720 -0.8618
H 4.0878 -1.1109 0.7627
H 2.8133 -2.7356 1.1039
H 0.8978 -5.0177 2.7008
H 2.3554 -4.9671 1.7094
H 0.9879 -5.9239 0.0377
H -1.2510 -4.0642 1.0410
H -1.8829 -1.7952 0.1856
C -0.4544 4.0154 2.3063
C -1.7276 3.6887 3.0636
C -2.9739 4.1615 2.3380
O -1.8453 2.2871 3.3982
P -1.2831 1.0077 2.6127
S 0.6105 0.6678 2.8671
S -2.0506 1.1584 0.7284
O -2.1072 -0.1350 3.3733
C -3.5489 -0.0964 3.4492
C -3.9472 0.2668 4.8652
C -4.0499 -1.4601 3.0225
H -0.3907 5.0977 2.1802
H -0.4646 3.5490 1.3187
H 0.4261 3.6625 2.8398
H -1.6927 4.1653 4.0453
H -3.0081 3.7722 1.3218
H -2.9740 5.2526 2.3014
H -3.8702 3.8332 2.8652
H -3.9165 0.6600 2.7501
H -3.5314 -0.4588 5.5661
H -5.0344 0.2636 4.9611
H -3.5717 1.2553 5.1242
H -3.6372 -2.2296 3.6775
H -3.7401 -1.6717 1.9989
H -5.1387 -1.4995 3.0753
C 2.6312 -0.0592 -5.2935
C 1.7223 0.1620 -4.1087
O 0.3699 0.2383 -4.5912
P -0.8010 0.3753 -3.5044
O -0.6848 -0.7270 -2.4851
Te -0.8142 2.5149 -2.4706
O -2.0915 0.2645 -4.4123
C -2.5539 -1.0217 -4.8857
C -2.1139 -1.2448 -6.3151
H 3.6668 -0.1193 -4.9559
H 2.5431 0.7616 -6.0045
H 2.3787 -0.9886 -5.8038
H 1.9635 1.0981 -3.5952
H 1.7984 -0.6558 -3.3888
H -3.6387 -0.9859 -4.8030
H -2.1831 -1.8036 -4.2221
H -2.4833 -0.4466 -6.9584
H -2.5113 -2.1947 -6.6762
H -1.0272 -1.2691 -6.3848

The calculation puts the frontier orbital gap (alpha / beta) at 7.196 / 7.204 eV. The value obtained for the highest occupied orbital energy (alpha / beta) is -0.279 / -0.279 Eh.



Below is C21H21FN4O4 in the gas phase, with properties calculated with ωB97M-V/def2-TZVPD.

Positions of all 51 atoms, in Å:
O -1.6836 -1.8800 -0.9311
C -1.3906 -2.2633 0.1860
N -2.2520 -2.6557 1.1490
N -3.6140 -2.7451 1.0353
C -4.2591 -1.7806 0.5155
C -3.7158 -0.4713 0.1356
C -3.9167 0.0585 -1.1347
C -3.2701 1.2186 -1.5134
C -2.4465 1.8813 -0.6130
O -1.7543 3.0220 -0.9953
C -0.5685 2.7147 -1.7111
C 0.4133 1.9078 -0.8551
O 0.7162 0.7602 -1.1343
N 0.8927 2.5218 0.2339
C 0.6442 3.8872 0.6580
C 1.1550 3.9134 2.0970
C 2.3214 2.9269 2.0572
C 1.8043 1.8293 1.1333
C -2.3075 1.4032 0.6834
C -2.9297 0.2287 1.0497
C 0.0576 -2.3351 0.6735
O 0.3283 -2.7292 1.7965
N 0.8980 -1.8977 -0.2756
C 2.2635 -1.6593 -0.1892
C 2.9774 -1.7091 1.0049
C 4.3304 -1.4195 1.0243
C 4.9965 -1.0772 -0.1398
C 4.3076 -1.0381 -1.3417
C 2.9604 -1.3322 -1.3557
F 2.3021 -1.3258 -2.5314
H -1.8481 -3.1493 1.9398
H -5.3133 -1.9717 0.3584
H -4.5325 -0.4738 -1.8434
H -3.3872 1.6106 -2.5125
H -0.7925 2.1185 -2.6041
H -0.1354 3.6735 -2.0061
H -0.4145 4.1371 0.5761
H 1.2183 4.5832 0.0327
H 1.4535 4.9114 2.4101
H 0.3828 3.5511 2.7768
H 2.5854 2.5447 3.0403
H 3.1992 3.4037 1.6201
H 2.5906 1.3332 0.5597
H 1.2571 1.0571 1.6859
H -1.6926 1.9409 1.3890
H -2.8002 -0.1571 2.0514
H 0.4464 -1.5694 -1.1302
H 2.4596 -1.9778 1.9107
H 4.8667 -1.4606 1.9600
H 6.0507 -0.8482 -0.1190
H 4.8016 -0.7874 -2.2672

The calculation puts the frontier orbital gap at 8.865 eV. The value obtained for the highest occupied orbital energy is -0.314 Eh.



Below is C21H26N2O6S in the gas phase at a distorted geometry, with properties calculated with ωB97M-V/def2-TZVPD.

Positions of all 56 atoms, in Å:
C 4.8186 1.9882 1.6878
H 5.8898 1.9830 1.4915
O 4.2012 2.1327 0.4308
C 2.8436 2.1367 0.3703
C 2.2929 2.2539 -0.9086
C 0.9302 2.2308 -1.0888
C 0.0770 2.0902 0.0090
C 0.6275 2.0125 1.2864
C 1.9957 2.0354 1.4699
H 2.3901 1.9636 2.4708
H -0.0380 1.9293 2.1314
C -1.3473 1.9411 -0.1722
N -2.2144 1.6307 0.7512
C -3.4157 1.5128 0.1045
C -3.2162 1.7617 -1.2286
O -1.9016 2.0368 -1.4001
C -4.1209 1.6947 -2.3980
H -3.7140 2.2811 -3.2177
H -5.1083 2.0657 -2.1342
H -4.2140 0.6557 -2.7162
C -4.6415 1.0988 0.7982
H -5.5263 1.5761 0.3804
H -4.5828 1.2865 1.8678
S -4.9635 -0.7477 0.6265
O -5.8277 -1.0549 1.7680
C -3.2527 -1.2624 1.1577
C -2.4576 -1.2871 -0.1230
O -3.0452 -1.2267 -1.1938
N -1.1151 -1.3689 -0.0432
C -0.3402 -1.4016 1.1757
H -0.9935 -1.5698 2.0295
C 0.7115 -2.5097 1.1213
H 0.2454 -3.4923 1.0524
H 1.3284 -2.4743 2.0185
C 1.6047 -2.3194 -0.1042
C 0.7172 -2.3329 -1.3618
C -0.3236 -1.2259 -1.2501
H -1.0112 -1.2469 -2.0973
H 0.1947 -0.2607 -1.2207
H 0.2434 -3.3121 -1.4347
H 1.3246 -2.1732 -2.2531
O 2.5866 -3.3352 -0.1521
C 3.7487 -2.7879 -0.7405
H 4.6079 -3.1093 -0.1475
C 3.5267 -1.2606 -0.6922
H 3.4387 -0.8352 -1.6995
O 2.3205 -1.1072 0.0198
H 4.3088 -0.7291 -0.1489
H 3.8643 -3.1480 -1.7691
H 0.1733 -0.4407 1.2959
H -2.8718 -0.5545 1.8896
H -3.3547 -2.2539 1.5975
H 0.5101 2.3072 -2.0804
H 2.9647 2.3506 -1.7470
H 4.5318 1.0476 2.1689
H 4.5789 2.8244 2.3521

The energy above the lowest of the compared OMol25 structures with the same formula, charge and spin is 1.420 eV. The calculation puts the frontier orbital gap at 8.261 eV. The value obtained for the highest occupied orbital energy is -0.284 Eh.



Below is C17H9NO4 in the gas phase at a distorted geometry, with properties calculated with ωB97M-V/def2-TZVPD.

Positions of all 31 atoms, in Å:
O -0.3651 -2.7512 -1.1050
C -0.6393 -1.5965 -0.7656
C -1.9202 -0.9498 -1.1176
C -2.9889 -1.7094 -1.6642
C -4.1934 -1.0673 -2.0119
C -4.3565 0.3140 -1.8546
C -3.3072 1.0736 -1.3321
C -2.0910 0.4513 -0.9641
C -1.0265 1.2806 -0.3418
O -1.1860 2.4685 -0.1321
C 0.2030 0.5790 0.0317
C 0.3892 -0.7524 -0.1530
C 1.6657 -1.0696 0.5128
C 2.1564 -2.4092 0.8406
O 3.3415 -2.6150 0.8355
O 1.2394 -3.3719 1.1994
C 2.2747 0.1077 0.9250
C 3.4806 0.4747 1.6991
C 3.7161 1.8165 2.0054
C 2.7904 2.8472 1.4995
C 1.6522 2.4617 0.8206
N 1.3570 1.1288 0.5996
H -2.9226 -2.7752 -1.8337
H -4.9830 -1.6226 -2.4810
H -5.2651 0.7804 -2.1690
H -3.4686 2.1356 -1.2616
H 1.7242 -4.1725 1.3665
H 4.1993 -0.2766 2.0993
H 4.5754 2.0936 2.6156
H 2.9786 3.9108 1.6763
H 0.9695 3.2153 0.4605

The energy above the lowest of the compared OMol25 structures with the same formula, charge and spin is 0.493 eV. The calculation puts the frontier orbital gap at 7.110 eV. The value obtained for the highest occupied orbital energy is -0.306 Eh.